P) Formula: C3H13N2O
Source: OMol25
Level of theory: ωB97M-V with the def2-TZVPD basis set

Summary:
**Gap between HOMO and LUMO**: 10.11 eV
**LUMO level**: -3.07 eV

ORCA input file:
```
! wB97M-V def2-TZVPD RIJCOSX def2/J DEFGRID3
* xyz 1 1
O 0.302 1.357 -1.820
N 0.024 1.398 0.834
N 1.185 -1.265 -0.659
C -1.053 0.427 1.199
C -1.000 -0.794 0.337
C 0.398 -1.519 0.538
H 0.224 -2.564 0.807
H 0.936 0.936 0.836
H -0.034 1.766 -0.159
H -1.764 -1.568 0.407
H -1.953 1.002 1.007
H -1.143 0.255 2.258
H 0.831 1.857 -2.460
H -0.017 2.270 1.365
H 2.106 -1.697 -0.547
H -1.119 -0.543 -0.718
H -0.426 0.966 -2.324
H 0.889 -1.109 1.422
H 0.823 -1.725 -1.493
*
```

=====

Q) Formula: C3H13N2O
Source: OMol25
Level of theory: ωB97M-V with the def2-TZVPD basis set

Summary:
**Gap between HOMO and LUMO**: 11.91 eV
**LUMO level**: -2.96 eV

ORCA input file:
```
! wB97M-V def2-TZVPD RIJCOSX def2/J DEFGRID3
* xyz 1 1
O 0.282 -0.178 2.380
N -1.691 -0.470 -0.295
N 0.865 -0.729 0.097
C 1.153 0.111 1.295
C -1.902 0.981 -0.635
C 1.779 -0.384 -1.018
H -1.692 1.634 0.206
H -0.469 0.403 2.249
H 2.202 -0.028 1.534
H -1.972 -1.033 -1.096
H -2.923 1.145 -1.013
H -1.150 1.342 -1.378
H -0.199 -0.536 -0.152
H 1.661 -1.081 -1.849
H 0.982 -1.719 0.346
H 1.604 0.617 -1.360
H 1.040 1.143 0.887
H 2.816 -0.475 -0.612
H -2.387 -0.744 0.414
*
```

=====

It is P) that is most stable; the runner-up trails by 5.9 kcal/mol.

=====

P) Formula: C5H13N3O2
Source: OMol25
Level of theory: ωB97M-V with the def2-TZVPD basis set

Summary:
**Gap between HOMO and LUMO (alpha / beta)**: 7.06 / 7.06 eV
**LUMO level (alpha / beta)**: -0.61 / -0.61 eV

ORCA input file:
```
! wB97M-V def2-TZVPD RIJCOSX def2/J DEFGRID3
* xyz 0 1
O 2.039 -0.300 1.480
O 0.092 0.497 2.240
N 1.400 1.617 -2.009
N 0.419 1.347 -1.075
N -0.659 2.081 -1.225
C 0.859 -0.099 1.288
C -0.125 -1.553 0.619
C -1.541 -1.179 0.334
C 0.685 -2.082 -0.533
C -1.520 2.164 -0.270
H -1.312 1.876 0.758
H -2.460 2.642 -0.496
H 0.664 0.762 2.979
H -1.616 -0.199 -0.172
H 2.122 0.909 -1.971
H 0.573 -1.438 -1.405
H -2.011 -1.878 -0.358
H 1.741 -2.136 -0.267
H -0.016 -2.154 1.522
H 0.350 -3.088 -0.801
H 0.662 0.733 0.072
H 1.777 2.560 -1.958
H -2.121 -1.083 1.249
*
```

=====

Q) Formula: C5H13N3O2
Source: OMol25
Level of theory: ωB97M-V with the def2-TZVPD basis set

Summary:
**Gap between HOMO and LUMO**: 10.19 eV
**Structure (SMILES)**: [H]/N=C(\N)NCC.CC(=O)O
**LUMO level**: 0.80 eV

ORCA input file:
```
! wB97M-V def2-TZVPD RIJCOSX def2/J DEFGRID3
* xyz 0 1
O -0.496 -1.705 -1.468
O 1.252 -0.433 -1.958
N 1.691 0.160 0.814
N 1.220 0.062 3.068
N -0.550 0.041 1.409
C -0.988 1.106 0.476
C 0.573 -2.020 -3.574
C 0.815 0.034 1.747
C -2.154 1.845 1.183
C 0.340 -1.363 -2.263
H -1.383 0.647 -0.418
H 1.160 -0.051 -1.034
H -0.860 -0.855 1.058
H -0.189 1.805 0.247
H 0.646 -3.092 -3.402
H 0.530 -0.059 3.789
H -1.723 2.365 2.047
H 2.650 0.296 1.092
H -0.237 -1.781 -4.261
H 1.506 -1.716 -4.044
H -2.613 2.662 0.622
H -2.832 1.095 1.586
H 1.644 0.957 3.285
*
```

=====

It is Q) that is most stable; the runner-up trails by 117.6 kcal/mol.

=====

P) Formula: C5H7NO3
Source: OMol25
Level of theory: ωB97M-V with the def2-TZVPD basis set

Summary:
**Gap between HOMO and LUMO**: 8.32 eV
**Structure (SMILES)**: CCOc1ncoc1O
**LUMO level**: 0.44 eV

ORCA input file:
```
! wB97M-V def2-TZVPD RIJCOSX def2/J DEFGRID3
* xyz 0 1
O 2.179 0.604 0.174
O 2.011 -1.709 0.113
O -1.045 -0.890 -0.078
N 0.106 1.271 -0.232
C 0.058 -0.080 -0.076
C 1.397 -0.505 0.084
C -3.216 0.222 0.587
C 1.360 1.655 -0.016
C -2.236 -0.335 -0.596
H -3.981 0.918 0.062
H -2.365 0.633 1.368
H 3.095 -1.638 -0.023
H 1.834 2.601 -0.131
H -3.866 -0.586 1.113
H -2.917 -1.133 -1.121
H -1.882 0.522 -1.214
*
```

=====

Q) Formula: C5H7NO3
Source: OMol25
Level of theory: ωB97M-V with the def2-TZVPD basis set

Summary:
**Gap between HOMO and LUMO (alpha / beta)**: 8.93 / 7.11 eV
**LUMO level (alpha / beta)**: 0.47 / -0.56 eV

ORCA input file:
```
! wB97M-V def2-TZVPD RIJCOSX def2/J DEFGRID3
* xyz 0 1
O -1.982 -0.800 -0.940
O 0.015 -0.330 -3.387
O 1.085 1.517 -2.661
N 0.195 -0.189 -0.199
C -0.607 -1.255 1.617
C 0.844 0.975 0.403
C -0.561 -0.657 2.780
C 0.378 0.572 -2.456
C -0.975 -0.414 -0.521
H -0.381 0.408 2.901
H 0.125 1.604 0.926
H -0.713 -1.211 3.709
H 0.410 -0.074 -4.247
H -0.747 -2.299 1.368
H 1.593 0.607 1.098
H 1.319 1.547 -0.391
*
```

=====

R) Formula: C5H7NO3
Source: OMol25
Level of theory: ωB97M-V with the def2-TZVPD basis set

Summary:
**Gap between HOMO and LUMO (alpha / beta)**: 7.02 / 7.06 eV
**Structure (SMILES)**: CCC(=O)O.N=C=C=O
**LUMO level (alpha / beta)**: -1.34 / -1.29 eV

ORCA input file:
```
! wB97M-V def2-TZVPD RIJCOSX def2/J DEFGRID3
* xyz 0 1
O -0.422 1.803 -0.192
O -0.481 0.213 1.368
O -2.525 -2.370 0.154
N -3.021 1.011 -1.032
C -2.349 -1.325 -0.334
C -0.176 0.665 0.124
C 2.343 -0.160 0.512
C -2.519 -0.025 -0.568
C 1.197 -0.052 -0.486
H 1.468 0.650 -1.273
H 3.268 -0.444 0.012
H 2.123 -0.898 1.284
H -2.347 1.771 -1.174
H 2.523 0.804 0.988
H 0.979 -1.012 -0.956
H -0.061 -0.632 1.575
*
```

=====

It is P) that is most stable; the runner-up trails by 24.6 kcal/mol.

=====

P) Formula: C5H7NO3
Source: OMol25
Level of theory: ωB97M-V with the def2-TZVPD basis set

Summary:
**Gap between HOMO and LUMO**: 10.05 eV
**Structure (SMILES)**: OCC1=NOC[C@@H]2O[C@@H]12
**LUMO level**: 0.72 eV

ORCA input file:
```
! wB97M-V def2-TZVPD RIJCOSX def2/J DEFGRID3
* xyz 0 1
O 0.516 -2.354 0.719
O 1.023 3.013 0.582
O -1.150 -0.050 -1.099
N -0.369 0.912 -0.551
C 1.101 1.692 1.174
C 0.028 -0.953 0.742
C 0.384 0.602 0.500
C -1.201 -1.620 -1.300
C 0.129 -1.760 -0.536
H 0.534 2.077 2.067
H 2.238 1.494 1.338
H -1.426 -1.706 -2.398
H -1.045 -1.041 1.064
H 0.458 2.979 -0.386
H -2.158 -1.643 -0.721
H 0.938 -1.641 -1.194
*
```

=====

Q) Formula: C5H7NO3
Source: OMol25
Level of theory: ωB97M-V with the def2-TZVPD basis set

Summary:
**Gap between HOMO and LUMO**: 10.14 eV
**Structure (SMILES)**: C[C@]12NCC(=O)[C@@]1(O)O2
**LUMO level**: 0.81 eV

ORCA input file:
```
! wB97M-V def2-TZVPD RIJCOSX def2/J DEFGRID3
* xyz 0 1
O 0.786 2.100 -0.213
O -0.221 0.289 -1.350
O 2.942 -0.051 -0.151
N -0.363 -1.241 0.492
C -1.980 0.723 0.334
C 1.013 -1.563 0.162
C -0.714 0.044 -0.092
C 0.606 0.719 -0.351
C 1.767 -0.185 -0.148
H -2.889 0.047 0.192
H 1.233 -2.081 -0.715
H -2.211 1.736 -0.195
H 1.582 -2.109 0.985
H 1.501 2.485 -0.814
H -1.155 -1.839 0.420
H -1.896 0.926 1.446
*
```

=====

It is Q) that is most stable; the runner-up trails by 143.2 kcal/mol.

=====

P) Formula: C4H11N2O
Source: OMol25
Level of theory: ωB97M-V with the def2-TZVPD basis set

Summary:
**Gap between HOMO and LUMO (alpha / beta)**: 3.52 / 6.58 eV
**Expectation value of S²**: 0.754
**LUMO level (alpha / beta)**: -0.17 / -0.26 eV

ORCA input file:
```
! wB97M-V def2-TZVPD RIJCOSX def2/J DEFGRID3
* xyz 0 2
O -2.652 0.958 0.992
N -0.549 -1.413 0.101
N 1.956 -0.464 0.311
C -0.983 -0.039 -0.449
C 1.429 0.755 -0.391
C 0.009 0.970 0.118
C -2.391 0.369 -0.124
H -0.905 -1.406 1.073
H -0.888 -0.095 -1.540
H -3.161 -0.199 -0.703
H 2.080 -0.275 1.306
H 0.003 0.931 1.205
H -1.076 -2.152 -0.350
H -0.334 1.969 -0.111
H 2.074 1.596 -0.169
H 1.123 -1.180 0.247
H 2.809 -0.888 -0.057
H 1.457 0.562 -1.459
*
```

=====

Q) Formula: C4H11N2O
Source: OMol25
Level of theory: ωB97M-V with the def2-TZVPD basis set

Summary:
**Gap between HOMO and LUMO (alpha / beta)**: 4.45 / 9.47 eV
**Expectation value of S²**: 0.751
**LUMO level (alpha / beta)**: 0.79 / 0.72 eV

ORCA input file:
```
! wB97M-V def2-TZVPD RIJCOSX def2/J DEFGRID3
* xyz 0 2
O -2.279 -2.574 -1.130
N -0.004 0.913 0.213
N 3.627 0.169 0.452
C -2.921 -0.425 -0.239
C -2.039 -1.412 -0.962
C 1.245 0.096 0.088
C 2.331 0.455 0.811
H -2.613 -0.264 0.799
H 1.177 -0.690 -0.648
H 4.372 0.612 0.953
H -0.751 0.324 0.583
H 0.148 1.671 0.911
H 3.760 0.006 -0.530
H -0.327 1.315 -0.712
H 2.157 1.004 1.732
H -3.962 -0.749 -0.298
H -1.067 -1.003 -1.297
H -2.854 0.552 -0.726
*
```

=====

R) Formula: C4H11N2O
Source: OMol25
Level of theory: ωB97M-V with the def2-TZVPD basis set

Summary:
**Gap between HOMO and LUMO (alpha / beta)**: 4.26 / 7.60 eV
**Expectation value of S²**: 0.754
**LUMO level (alpha / beta)**: 0.37 / 0.36 eV

ORCA input file:
```
! wB97M-V def2-TZVPD RIJCOSX def2/J DEFGRID3
* xyz 0 2
O 0.177 -1.387 1.468
N 0.845 0.948 -0.615
N -0.848 -1.161 -0.710
C 0.884 0.853 0.800
C -0.469 1.146 -1.291
C -1.441 0.236 -0.479
C 1.070 -0.533 1.128
H 0.168 -1.215 -0.806
H 1.689 1.373 1.248
H 0.080 1.235 1.391
H 1.580 1.373 -1.105
H -0.454 0.864 -2.286
H -0.814 2.232 -1.356
H -1.197 -1.641 0.157
H -2.447 0.162 -0.725
H -1.214 -1.474 -1.601
H 2.183 -1.076 1.145
H -1.237 0.537 0.524
*
```

=====

It is P) that is most stable; the runner-up trails by 29.5 kcal/mol.

=====

P) Formula: O4PS
Source: OMol25
Level of theory: ωB97M-V with the def2-TZVPD basis set

Summary:
**Gap between HOMO and LUMO (alpha / beta)**: 7.82 / 7.82 eV
**LUMO level (alpha / beta)**: 2.99 / 2.99 eV

ORCA input file:
```
! wB97M-V def2-TZVPD RIJCOSX def2/J DEFGRID3
* xyz -1 1
S -0.590 -1.219 -0.330
P 0.615 0.976 0.570
O 0.198 -2.384 -0.536
O -1.175 -0.761 -1.640
O 0.925 2.362 0.020
O 0.027 1.026 1.917
*
```

=====

Q) Formula: O4PS
Source: OMol25
Level of theory: ωB97M-V with the def2-TZVPD basis set

Summary:
**Gap between HOMO and LUMO (alpha / beta)**: 7.07 / 7.04 eV
**LUMO level (alpha / beta)**: 3.38 / 3.38 eV

ORCA input file:
```
! wB97M-V def2-TZVPD RIJCOSX def2/J DEFGRID3
* xyz -1 1
S -1.390 -0.224 -0.151
P 0.704 1.121 -0.022
O -0.413 0.363 1.068
O -1.587 -1.643 -0.048
O 2.840 0.235 0.345
O -0.154 0.149 -1.191
*
```

=====

It is P) that is most stable; the runner-up trails by 109.3 kcal/mol.

=====

P) Formula: C7H8N2O
Source: OMol25
Level of theory: ωB97M-V with the def2-TZVPD basis set

Summary:
**Gap between HOMO and LUMO**: 8.78 eV
**Structure (SMILES)**: C=C/C=N/O/N=C\C#CC
**LUMO level**: 0.24 eV

ORCA input file:
```
! wB97M-V def2-TZVPD RIJCOSX def2/J DEFGRID3
* xyz 0 1
O -1.135 -1.184 -1.742
N -0.116 -1.914 -2.033
N -1.304 -0.363 -0.525
C 1.843 -1.563 -0.480
C -2.113 1.525 0.471
C 1.106 -2.019 -1.607
C 2.494 -1.168 0.457
C -3.016 2.520 0.469
C -1.999 0.718 -0.743
C 3.198 -0.620 1.566
H -2.994 3.183 1.260
H 1.687 -2.710 -2.168
H -3.516 3.039 -0.440
H 2.806 0.315 1.638
H 4.316 -0.806 1.606
H 2.800 -1.178 2.469
H -1.761 1.164 1.426
H -2.294 1.062 -1.623
*
```

=====

Q) Formula: C7H8N2O
Source: OMol25
Level of theory: ωB97M-V with the def2-TZVPD basis set

Summary:
**Gap between HOMO and LUMO**: 9.38 eV
**Structure (SMILES)**: Cn1cc(CC=C=O)cn1
**LUMO level**: 0.77 eV

ORCA input file:
```
! wB97M-V def2-TZVPD RIJCOSX def2/J DEFGRID3
* xyz 0 1
O -3.249 2.431 -0.940
N 1.832 0.438 -0.729
N 1.352 0.549 0.515
C 0.038 0.186 0.551
C -2.402 0.315 -1.912
C -1.727 -0.661 -0.976
C 0.887 -0.092 -1.479
C -0.301 -0.250 -0.733
C 2.197 1.036 1.608
C -2.859 1.435 -1.428
H -0.538 0.388 1.380
H -1.713 -1.574 -1.509
H -2.283 -0.624 -0.106
H 2.929 0.251 1.890
H -2.411 0.097 -3.043
H 1.033 -0.141 -2.638
H 2.759 1.818 1.351
H 1.448 1.277 2.345
*
```

=====

It is Q) that is most stable; the runner-up trails by 124.6 kcal/mol.